(1)
40
Properties=species:S:1:pos:R:3:forces:R:3 method="wB97M-V/def2-TZVPD" s2=0.762 total_charge=+1 e_lumo_ev="-3.8 / -7.7" spin_multiplicity=2 homo_energy_ev="-9.8 / -9.8" molar_mass_g_mol=268.4 homo_lumo_gap_ha="0.2200 / 0.0762" fmax_ev_per_a=4.676 de_lowest_ev=0.720 e_tot_ev=-22866.1846
N 27.2358 -12.8980 -6.3580 0.2 -0.7 -0.2
C 26.3590 -13.6082 -7.1014 0.2 -1.4 -1.6
C 25.1502 -13.6068 -6.5000 -1.4 -0.3 -1.1
C 25.2331 -12.7357 -5.4317 -0.1 0.0 2.2
C 26.5542 -12.4703 -5.2626 1.4 1.5 0.8
H 28.2314 -12.9667 -6.5130 -0.3 0.3 0.3
H 26.6337 -14.1111 -8.0168 0.2 0.0 0.1
H 24.2787 -14.2032 -6.7262 0.1 0.3 -0.6
H 24.4413 -12.4293 -4.7642 0.1 -0.2 0.1
H 27.1449 -12.0969 -4.4393 -0.4 0.5 0.0
N 21.5442 -14.8812 -2.1006 3.0 2.1 -2.8
C 20.7310 -14.5041 -1.1491 -2.3 -1.1 2.8
C 21.3297 -13.6083 -0.3062 -0.2 0.4 -0.3
C 22.5833 -13.2840 -0.9296 -1.3 1.1 1.5
C 22.6031 -13.9472 -2.0893 1.1 -1.7 -0.9
H 21.5620 -15.6422 -2.7644 -0.6 0.1 0.1
H 19.7696 -14.9835 -1.0379 0.0 0.0 0.2
H 20.8289 -13.1531 0.5355 0.2 0.0 0.0
H 23.2861 -12.5638 -0.5373 0.1 0.1 -0.4
H 23.3177 -13.7823 -2.8821 0.0 -0.8 -0.1
N 21.3102 -16.9691 -4.8483 0.7 0.1 1.0
C 22.0143 -17.7021 -3.9188 -1.5 -1.8 0.2
C 23.3269 -17.3116 -3.8204 -1.8 -0.3 0.3
C 23.3799 -16.1958 -4.6667 0.6 1.5 -0.3
C 22.1556 -16.0011 -5.2669 0.4 1.2 -0.2
H 20.3040 -16.9421 -4.9312 0.3 -0.2 -0.1
H 21.4140 -18.4709 -3.4554 0.6 -0.3 0.3
H 24.0123 -17.7451 -3.1071 0.2 0.2 -0.3
H 24.1736 -15.4634 -4.6647 0.1 -0.2 -0.5
H 21.7665 -15.1358 -5.7829 0.3 -0.2 -0.3
N 25.1148 -9.8810 3.1747 1.2 -0.3 -1.5
C 26.3045 -9.2043 3.0142 -0.6 0.7 1.3
C 27.1148 -9.8520 2.0672 -0.2 0.5 -0.9
C 26.3452 -10.8361 1.5391 1.6 -1.1 -0.6
C 25.1417 -10.8720 2.2245 -1.8 0.2 0.8
H 24.3009 -9.6372 3.7210 0.2 0.2 0.1
H 26.5235 -8.2885 3.5431 -0.1 -0.1 0.2
H 28.0511 -9.5162 1.6465 0.1 0.0 0.5
H 26.7152 -11.5487 0.8169 -0.5 0.0 -0.2
H 24.2780 -11.4880 2.0221 0.0 -0.1 0.2

=====

(2)
44
Properties=species:S:1:pos:R:3:forces:R:3 method="wB97M-V/def2-TZVPD" total_charge=0 e_lumo_ev=0.6 homo_energy_ev=-8.5 molar_mass_g_mol=348.4 homo_lumo_gap_ha=0.3344 smiles="CCOC(=O)CSc1nnc(CNC(=O)Cc2ccccc2)n1C" fmax_ev_per_a=1.277 de_lowest_ev=0.859 e_tot_ev=-39855.5755
C 3.0343 4.1013 -2.2326 -0.4 -0.2 0.0
C 1.9358 3.1425 -2.6687 0.4 -0.1 0.0
O 0.6682 3.4941 -2.1073 -0.1 0.4 -0.2
C 0.4334 3.0970 -0.8655 0.0 0.3 0.2
O 1.2325 2.5791 -0.1325 0.2 0.1 0.1
C -0.9831 3.4770 -0.4639 -0.2 -0.5 -0.1
S -1.7749 2.1401 0.4739 -0.1 0.4 0.3
C -1.3827 0.8423 -0.6013 0.0 -0.2 -0.1
N -0.6460 0.9463 -1.6755 -0.3 0.7 0.5
N -0.5580 -0.2778 -2.2149 0.1 -1.1 -0.6
C -1.2469 -1.1062 -1.4806 -0.1 0.1 0.0
C -1.2952 -2.5795 -1.6988 -0.1 0.0 0.1
N -0.2867 -3.2078 -0.8647 0.1 -0.1 -0.3
C -0.5932 -3.7184 0.3534 0.4 -0.4 -0.2
O -1.7281 -4.0029 0.6764 -0.3 -0.1 0.2
C 0.5902 -3.7904 1.3042 -0.3 0.1 0.0
C 0.5961 -2.4073 1.9094 0.2 0.0 0.2
C -0.1681 -2.1433 3.0390 0.0 -0.1 0.0
C -0.2767 -0.8524 3.5261 0.0 0.0 0.1
C 0.3653 0.1911 2.8803 0.0 0.0 0.1
C 1.1365 -0.0630 1.7583 0.1 0.1 -0.1
C 1.2503 -1.3556 1.2778 0.0 0.0 0.1
N -1.7995 -0.4412 -0.4166 0.5 0.5 -0.6
C -2.6490 -0.9042 0.6440 -0.4 -0.1 0.4
H 2.7693 5.1229 -2.4951 0.0 0.1 0.0
H 3.9639 3.8378 -2.7288 0.1 0.0 -0.1
H 3.1793 4.0383 -1.1571 0.0 0.0 0.0
H 2.1731 2.1184 -2.3660 -0.1 0.1 -0.1
H 1.7807 3.1818 -3.7482 0.0 0.0 0.1
H -0.9636 4.3362 0.2070 0.0 0.0 0.0
H -1.5753 3.6972 -1.3503 0.1 0.1 0.1
H -2.2636 -2.9991 -1.4180 0.1 0.0 -0.1
H -1.0859 -2.7856 -2.7500 -0.1 0.1 0.1
H 0.6588 -2.9005 -1.0361 -0.1 0.0 0.1
H 1.5173 -4.0063 0.7749 0.0 0.0 0.0
H 0.4036 -4.5484 2.0630 0.0 0.0 -0.1
H -0.6912 -2.9525 3.5268 -0.1 -0.1 0.0
H -0.8753 -0.6600 4.4047 0.0 0.0 0.1
H 0.2635 1.2019 3.2447 0.0 0.1 0.0
H 1.6264 0.7492 1.2447 0.0 0.1 0.0
H 1.8584 -1.5417 0.4024 0.1 0.0 -0.1
H -2.6558 -1.9922 0.6730 0.0 0.1 0.0
H -3.6658 -0.5349 0.4945 0.0 0.0 0.0
H -2.2724 -0.5228 1.5942 0.0 -0.1 0.0

=====

(3)
46
Properties=species:S:1:pos:R:3:forces:R:3 method="wB97M-V/def2-TZVPD" total_charge=0 e_lumo_ev=0.4 homo_energy_ev=-7.1 molar_mass_g_mol=380.4 homo_lumo_gap_ha=0.2769 smiles="Cc1cc2c(cc1C)N(C)c1[nH]c(=O)n(CCCS(=O)(=O)O)c(=O)c1N2" fmax_ev_per_a=5.776 de_lowest_ev=4.015 e_tot_ev=-43948.5234
C -3.4182 -3.3757 2.6641 0.4 2.1 0.3
C -2.1688 -2.4870 2.4699 0.1 -1.6 1.9
C -2.0628 -1.7213 1.3032 -0.1 -0.5 1.6
C -0.9895 -0.8745 1.1981 1.0 -0.3 1.8
C -0.0084 -0.8275 2.2518 -1.6 -0.3 -1.0
C -0.0432 -1.7091 3.2857 -1.3 -0.7 0.1
C -1.1161 -2.5554 3.4712 -2.3 -0.8 0.2
C -1.2489 -3.4594 4.8166 -0.4 0.0 -3.1
N 0.9794 0.1562 2.2721 2.1 2.0 -0.3
C 1.1033 1.1566 3.3892 -1.0 -1.8 1.2
C 1.3374 0.5519 1.0000 -1.1 1.5 -2.0
N 2.5295 1.2615 0.7390 -4.3 -2.4 2.6
C 2.9703 1.5125 -0.4688 2.8 0.8 -0.8
O 4.1322 1.8991 -0.4279 0.9 0.7 -2.1
N 2.2035 1.3049 -1.5867 -0.9 -0.4 1.1
C 2.7587 1.5469 -2.9034 -2.3 -0.2 -2.5
C 2.2796 2.8994 -3.4418 -1.5 0.7 0.0
C 3.0444 4.0221 -2.7276 0.6 1.3 -1.1
S 1.9059 5.2939 -2.2425 1.8 5.3 1.4
O 2.4816 6.6029 -1.7702 -0.5 -4.3 -0.8
O 0.9257 5.4705 -3.2532 -1.0 -0.4 -1.5
O 1.0767 4.6306 -1.0426 1.2 -0.2 0.0
C 0.9006 0.7788 -1.4145 -1.3 -2.2 -2.4
O 0.2165 0.4268 -2.4193 1.4 1.5 2.1
C 0.4523 0.4340 -0.0714 2.5 1.0 0.7
N -0.8089 -0.0882 0.1218 -1.2 1.0 -2.3
H -3.7636 -3.5913 1.6874 -1.0 -0.1 -0.9
H -3.2244 -4.2955 3.1120 0.9 -1.6 0.7
H -4.2056 -2.9563 3.3335 0.5 0.2 -0.8
H -2.8527 -1.6998 0.5623 0.0 -0.2 0.0
H 0.6890 -1.6885 4.0321 1.2 0.2 0.9
H -1.1741 -4.5389 4.5260 0.2 0.8 0.3
H -2.2463 -3.3780 5.2466 0.1 0.4 0.1
H -0.4780 -3.2095 5.5214 0.3 0.1 0.3
H 0.5022 0.7080 4.2349 1.3 -0.1 -0.5
H 2.1603 1.3803 3.7088 -1.3 -0.2 -0.5
H 0.4532 2.0127 3.2886 0.4 0.9 -1.0
H 3.2137 1.3644 1.4484 0.6 0.0 0.5
H 3.7914 1.6190 -2.8634 2.0 -0.5 0.5
H 2.4477 0.7754 -3.6808 0.3 0.6 1.5
H 2.2079 3.0397 -4.5781 0.6 -0.4 1.7
H 1.2228 3.0257 -3.0998 0.6 -0.4 -0.6
H 3.8463 4.5201 -3.3331 -0.9 -0.2 0.3
H 3.5544 3.7570 -1.8325 0.3 -0.7 0.9
H 0.2461 4.7358 -1.4979 -1.6 -0.3 0.3
H -1.4808 -0.0885 -0.6872 1.4 -0.2 1.3

=====

(4)
40
Properties=species:S:1:pos:R:3:forces:R:3 method="wB97M-V/def2-TZVPD" total_charge=-1 e_lumo_ev="2.7 / 2.7" homo_energy_ev="-3.2 / -0.9" molar_mass_g_mol=481.6 homo_lumo_gap_ha="0.2190 / 0.1332" fmax_ev_per_a=17.568 e_tot_ev=-36518.7839
Pb -0.3808 1.1129 0.3185 4.6 -10.6 -0.4
C -1.6493 2.7995 -0.8682 -4.5 1.4 -5.3
C -0.3233 3.2668 -0.8314 2.5 4.0 -3.8
C 0.4741 2.3857 -1.5804 0.8 0.7 -1.2
H 0.0280 4.1166 -0.2767 0.7 1.6 -2.0
C -0.3573 1.3716 -2.0892 -0.2 0.0 -1.6
C -1.6708 1.6267 -1.6539 -1.1 0.6 -1.9
H -2.5377 1.0328 -1.8826 -0.1 0.0 0.1
H -2.4893 3.2508 -0.3691 -1.1 0.6 -1.9
H 1.5448 2.4293 -1.6692 0.1 0.1 0.1
H -0.0361 0.5188 -2.6617 0.0 -0.1 0.0
C -1.9249 0.8669 2.1731 -1.9 -1.6 2.1
C -2.6459 0.5828 1.0102 -1.4 -1.0 1.2
C -2.0729 -0.5656 0.4111 -1.1 -1.3 0.6
H -3.4645 1.1586 0.6165 0.0 0.2 -0.1
C -1.0392 -1.0198 1.2529 -0.7 -1.5 0.1
C -0.9273 -0.1281 2.3245 -0.7 -0.1 1.3
H -0.1853 -0.1494 3.1020 0.1 0.0 0.2
H -2.0643 1.7161 2.8178 -0.1 -0.1 0.1
H -2.3857 -1.0317 -0.5071 0.0 0.0 -0.1
H -0.3903 -1.8531 1.0448 0.1 0.0 -0.1
O 1.1447 0.1585 -0.0558 7.2 -5.2 -1.7
C 1.7316 -2.7470 -0.5357 0.0 0.1 -0.1
C 2.6952 -1.6963 -0.1121 0.1 0.1 0.1
C 1.2879 -2.7999 -1.9484 -0.1 0.0 -0.1
C 1.4285 -3.8710 0.3828 0.0 -0.1 0.1
C 2.0598 -0.5702 0.7109 -0.1 0.4 -0.3
H 3.1785 -1.2362 -0.9782 0.0 0.0 -0.1
H 3.4898 -2.1299 0.5028 0.1 -0.1 0.1
H 1.6003 -0.9866 1.6124 -0.1 -0.1 0.1
H 2.8347 0.1269 1.0486 0.3 -0.1 0.1
H 2.0080 -3.3307 -2.5895 0.1 -0.1 0.0
H 1.1840 -1.7987 -2.3642 0.0 0.1 0.0
H 0.3353 -3.3202 -2.0613 -0.1 0.0 0.0
H 2.1696 -4.6810 0.3047 0.1 0.0 0.0
H 0.4586 -4.3249 0.1736 -0.1 0.0 0.0
H 1.4342 -3.5568 1.4282 0.0 0.1 0.1
S -1.0058 2.9394 0.8412 -2.8 9.6 14.4
C -1.5714 4.5924 1.3142 -3.2 9.9 1.8
N -1.9655 5.7440 1.6438 2.4 -7.3 -2.0

=====

(5)
40
Properties=species:S:1:pos:R:3:forces:R:3 method="wB97M-V/def2-TZVPD" s2=6.044 total_charge=-1 e_lumo_ev="3.1 / 2.9" spin_multiplicity=5 homo_energy_ev="-2.9 / -3.2" molar_mass_g_mol=380.8 homo_lumo_gap_ha="0.2225 / 0.2233" fmax_ev_per_a=12.348 e_tot_ev=-34758.5021
Pd 0.0000 0.0000 1.2343 0.7 3.2 -0.3
C 0.6947 -1.6534 2.8609 3.3 -3.4 0.3
C -0.7116 -1.6555 2.8829 -3.5 -3.3 0.4
C -1.1700 -2.1044 1.6333 -0.5 -0.5 0.4
H -1.3276 -1.3154 3.6942 -0.6 -1.6 -0.2
C -0.0478 -2.3879 0.8340 0.3 -0.4 0.4
C 1.1060 -2.1137 1.5912 0.4 -1.2 0.5
H 2.1218 -2.2362 1.2599 0.1 0.1 0.0
H 1.3358 -1.3386 3.6660 0.5 -1.5 -0.3
H -2.1967 -2.1354 1.3153 -0.1 0.1 0.0
H -0.0679 -2.7030 -0.1948 0.0 0.0 -0.1
C 1.4982 1.7574 1.9769 0.3 0.8 -0.2
C 2.2992 0.6634 1.6388 1.3 0.0 -0.8
C 2.1349 0.4134 0.2544 1.5 0.5 0.2
H 2.9016 0.0862 2.3176 0.0 -0.1 0.1
C 1.2795 1.4052 -0.2634 0.2 0.1 -0.4
C 0.8650 2.2187 0.7961 0.0 0.6 0.2
H 0.1501 3.0200 0.7479 -0.1 0.2 0.0
H 1.3454 2.1543 2.9645 0.0 0.1 0.1
H 2.6011 -0.3729 -0.3135 0.1 -0.1 -0.1
H 0.9340 1.4569 -1.2816 0.0 0.0 -0.1
O -1.1341 -0.0239 -0.2118 -3.5 -0.1 -5.0
C -0.7563 0.2904 -3.1741 -0.1 -0.1 0.1
C -2.0134 0.4904 -2.4049 -0.1 0.0 0.1
C -0.2857 -1.0866 -3.4530 0.1 -0.1 0.0
C -0.1336 1.4447 -3.8658 0.0 0.1 -0.1
C -1.7882 0.9582 -0.9629 0.3 -0.7 1.1
H -2.5973 -0.4330 -2.3621 0.0 -0.1 0.0
H -2.6434 1.2432 -2.8886 -0.1 0.2 -0.2
H -1.2415 1.9060 -0.9640 0.1 0.3 -0.1
H -2.7521 1.1539 -0.4801 -0.4 0.3 -0.2
H -0.7846 -1.5256 -4.3303 -0.1 0.0 -0.1
H -0.4954 -1.7497 -2.6148 0.0 0.0 0.1
H 0.7852 -1.1214 -3.6600 0.1 0.0 0.0
H -0.5770 1.6216 -4.8576 -0.1 0.0 -0.1
H 0.9349 1.2990 -4.0319 0.1 0.0 0.0
H -0.2634 2.3737 -3.3075 0.0 0.0 0.1
S 0.0000 0.0000 6.1699 0.0 -0.4 -1.0
C 0.0000 0.0000 4.5500 0.0 2.4 -6.4
N 0.0000 0.0000 3.2343 -0.4 4.7 11.4